Formula: C12H15NO4
Source: the OMol25 dataset
Level of theory: ωB97M-V with the def2-TZVPD basis set

Each atom is followed by the atoms it is bonded to, with distances in Å.
CARTESIAN COORDINATES (ANGSTROEM)
1 H -3.34 1.49 -3.85  C15 1.087
2 C 3.76 -1.52 1.06  C9 1.379, C22 1.393, H23 1.079
3 H -4.45 2.81 -0.50  C16 1.086
4 H 5.23 -1.31 4.58  O29 0.965
5 H -2.73 -0.36 -1.49  N25 1.008
6 C 1.73 -0.76 2.11  C21 1.377, C22 1.395, H31 1.078
7 H 0.48 -0.98 -2.36  C17 1.097
8 O 2.35 -1.50 -1.39  C12 1.207
9 C 4.40 -1.48 2.28  C2 1.379, C10 1.393, H14 1.082
10 C 3.71 -1.09 3.42  C9 1.393, C21 1.395, O29 1.354
11 H 1.86 -0.41 4.22  C21 1.078
12 C 1.78 -1.21 -0.37  O8 1.207, C22 1.476, O30 1.348
13 H -4.64 0.79 -2.87  C15 1.089
14 H 5.45 -1.77 2.36  C9 1.082
15 C -3.94 1.63 -2.95  H1 1.087, H13 1.089, H19 1.086, C32 1.527
16 C -3.88 1.89 -0.45  H3 1.086, H20 1.087, H24 1.089, C32 1.526
17 C -0.24 -0.85 -1.54  H7 1.097, H26 1.095, C28 1.535, O30 1.420
18 H -2.35 2.54 -1.82  C32 1.094
19 H -4.52 2.54 -3.06  C15 1.086
20 H -3.23 1.93 0.42  C16 1.087
21 C 2.37 -0.72 3.33  C6 1.377, C10 1.395, H11 1.078
22 C 2.42 -1.16 0.96  C2 1.393, C6 1.395, C12 1.476
23 H 4.28 -1.82 0.17  C2 1.079
24 H -4.57 1.06 -0.32  C16 1.089
25 N -2.24 0.52 -1.61  H5 1.008, C28 1.347, C32 1.452
26 H -0.98 -1.66 -1.56  C17 1.095
27 O -0.24 1.55 -1.77  C28 1.210
28 C -0.89 0.54 -1.66  C17 1.535, N25 1.347, O27 1.210
29 O 4.30 -1.04 4.64  H4 0.965, C10 1.354
30 O 0.47 -0.91 -0.31  C12 1.348, C17 1.420
31 H 0.69 -0.47 2.03  C6 1.078
32 C -3.05 1.71 -1.72  C15 1.527, C16 1.526, H18 1.094, N25 1.452

Results
Structure (SMILES) ... CC(C)NC(=O)COC(=O)c1ccc(O)cc1
Gap between HOMO and LUMO ... 9.601 eV
Relative energy (zero: lowest compared OMol25 entry of this formula, charge and spin) ... 4.5 kcal/mol

These are the natural (NBO) partial charges, in e, on atoms 1 to 6:
1 H 0.218
2 C -0.118
3 H 0.215
4 H 0.482
5 H 0.391
6 C -0.126